Record 1
Below is C7H9O3S2 as an isolated structure, with properties calculated with wB97M-V/def2-TZVPD.

Last column: natural (NBO) charge in e.
CARTESIAN COORDINATES (ANGSTROEM)
C  1.3676  -2.2905  -1.0535  -0.24
C  2.0967  -2.2172  0.0866  -0.36
C  -0.6516  0.2608  0.8494  -0.24
C  -1.7370  0.7129  0.2769  -0.17
C  0.3862  -1.0262  -1.1277  -0.45
C  0.5316  -0.2131  0.2030  -0.45
C  -2.8690  1.3437  0.9555  -0.63
O  2.9583  0.7334  -0.5002  -1.01
O  1.0147  1.9940  -1.3255  -1.03
O  1.6285  2.0231  1.0272  -1.04
S  1.6481  -1.0966  1.3423  0.30
S  1.6579  1.2673  -0.2111  2.40
H  1.4169  -3.0927  -1.8301  0.21
H  2.7854  -2.9967  0.3999  0.21
H  -0.4693  0.9045  1.7457  0.24
H  -2.0140  0.8362  -0.7723  0.20
H  0.5883  -0.3948  -2.0555  0.25
H  -0.6116  -1.4103  -1.3453  0.20
H  -3.8110  0.6428  1.1609  0.20
H  -2.6955  1.8634  1.8945  0.20
H  -3.2212  2.1561  0.2793  0.20

Forces on atoms 1 to 6 (eV/Å):
-0.20 2.04 0.97
-0.85 -1.62 -0.74
0.15 2.53 1.33
-1.84 0.06 -1.40
0.96 -1.29 -1.17
2.32 -0.33 -2.22

Charge: -1
ΔE to the lowest compared entry with this formula, charge and spin: 8.3 kJ/mol
LUMO level: 3.3 eV
Multiplicity: 1
E_HOMO: -4.318 eV



Record 2
Below is a 2-piece molecular cluster, C3H8NO2S2 overall, with properties calculated with wB97M-V/def2-TZVPD.

Last column: natural (NBO) charge in e.
CARTESIAN COORDINATES (ANGSTROEM)
C  -1.5570  1.5059  -0.1667  -0.62
C  -1.7478  0.0617  0.2486  -0.53
S  -2.2247  -0.9630  -1.1703  0.04
S  -1.2615  -2.7485  -0.7632  -0.23
H  -2.4781  1.9474  -0.5402  0.18
H  -0.8093  1.5602  -0.9640  0.23
H  -1.1351  2.0689  0.6625  0.23
H  -2.5099  -0.0391  1.0138  0.18
H  -0.8321  -0.3327  0.6590  0.28
H  -0.0319  -2.2083  -0.9153  0.21
N  3.1852  -0.0744  0.2455  -0.91
C  1.7601  -0.0351  0.2977  0.87
O  1.2669  0.5812  1.2600  -0.80
O  1.1728  -0.6106  -0.6625  -0.84
H  3.6430  0.1031  1.1169  0.36
H  3.5593  -0.8166  -0.3218  0.36

Forces on atoms 1 to 6 (eV/Å):
0.49 -0.19 -0.39
-0.26 -0.03 0.21
0.00 -0.20 -0.11
-0.18 0.23 -0.06
-0.17 0.19 0.10
-0.07 -0.11 0.06

Charge: -1
ΔE to the lowest compared entry with this formula, charge and spin: 0.0 kJ/mol
LUMO level: 3.4 eV
Multiplicity: 1
E_HOMO: -4.639 eV



Record 3
Below is C25H51InNO11S4 as an isolated structure, with properties calculated with wB97M-V/def2-TZVPD.

Last column: Löwdin charge in e.
CARTESIAN COORDINATES (ANGSTROEM)
C  3.6806  1.2981  -3.0125  0.00
C  4.6326  2.4589  -3.0928  -0.52
O  5.1953  2.7472  -4.1196  0.10
O  4.9187  3.1221  -1.9359  0.03
C  4.1263  4.3166  -1.6401  -0.55
O  4.7146  5.3499  -1.7343  0.09
C  2.7686  4.0824  -1.1756  -0.19
In  2.5130  4.5108  1.0331  0.49
C  1.2343  2.9093  1.8853  -0.33
C  1.7927  1.4911  1.6376  -0.33
C  2.9330  1.1007  2.5913  -0.22
C  4.3431  1.2896  1.9948  -0.23
C  5.1159  -0.0253  1.8820  -0.31
N  6.5001  0.1255  1.4108  -0.02
H  2.7852  1.5205  -3.5952  0.08
H  3.4112  1.0298  -1.9958  0.07
H  4.1649  0.4457  -3.4970  0.08
H  2.4367  3.0761  -1.4137  0.03
H  2.1235  4.8088  -1.6801  0.06
H  1.6943  6.0847  1.2075  -0.13
H  4.1177  4.4969  1.7952  -0.10
H  1.1468  3.0820  2.9639  0.02
H  0.2352  2.9716  1.4385  0.02
H  2.1133  1.3837  0.5963  0.07
H  0.9729  0.7651  1.7805  0.08
H  2.8171  0.0456  2.8769  0.10
H  2.8461  1.6731  3.5204  0.10
H  4.2777  1.7556  1.0066  0.09
H  4.9352  1.9701  2.6192  0.10
H  5.1246  -0.4974  2.8735  0.10
H  4.5759  -0.6947  1.2037  0.11
H  6.7993  1.0859  1.5280  0.06
H  6.5611  -0.0836  0.4234  0.05
C  -1.2062  -2.3408  -1.9991  -0.22
C  -1.9991  -1.9706  -0.7366  -0.22
C  -1.3133  -0.7600  -0.0948  -0.22
S  -0.5169  0.1249  -1.4418  0.66
O  0.9116  0.0601  -1.2907  -0.31
O  -1.1877  1.3786  -1.6754  -0.32
C  -0.9643  -1.0309  -2.7402  -0.23
H  -1.7399  -3.0588  -2.6217  0.11
H  -0.2497  -2.7864  -1.7171  0.12
H  -3.0239  -1.7108  -1.0160  0.10
H  -2.0521  -2.8007  -0.0328  0.11
H  -2.0052  -0.0889  0.3986  0.08
H  -0.5329  -1.0535  0.6046  0.11
H  -0.1573  -1.0663  -3.4663  0.10
H  -1.8761  -0.6602  -3.2093  0.10
C  -7.1689  -0.7518  1.2040  -0.22
C  -6.9949  0.3868  2.2193  -0.21
C  -5.9351  -0.0607  3.2331  -0.21
S  -4.8532  -1.1949  2.3550  0.66
O  -4.9715  -2.5117  2.9352  -0.33
O  -3.5551  -0.6036  2.1626  -0.31
C  -5.7582  -1.1720  0.8069  -0.23
H  -7.7477  -0.4381  0.3364  0.11
H  -7.6885  -1.5922  1.6696  0.12
H  -6.6560  1.2869  1.7033  0.12
H  -7.9317  0.6282  2.7192  0.11
H  -5.3256  0.7562  3.6100  0.11
H  -6.3632  -0.6134  4.0664  0.10
H  -5.6935  -2.1569  0.3503  0.11
H  -5.2837  -0.4275  0.1674  0.11
C  -3.3058  -4.1019  7.1630  -0.22
C  -2.3455  -4.4014  6.0025  -0.21
C  -2.2755  -3.1424  5.1299  -0.21
S  -2.5980  -1.7568  6.2294  0.66
O  -3.8393  -1.1489  5.8255  -0.33
O  -1.4109  -0.9656  6.4020  -0.31
C  -2.8991  -2.7341  7.7020  -0.23
H  -3.2568  -4.8653  7.9388  0.11
H  -4.3326  -4.0625  6.7930  0.12
H  -1.3553  -4.6333  6.3998  0.11
H  -2.6746  -5.2598  5.4188  0.11
H  -1.3009  -2.9892  4.6740  0.11
H  -3.0507  -3.1239  4.3645  0.08
H  -3.6643  -2.2418  8.2973  0.10
H  -1.9622  -2.7793  8.2563  0.11
C  1.7340  1.5186  -7.8731  -0.22
C  2.8333  0.7876  -8.6570  -0.21
C  3.3784  -0.3216  -7.7496  -0.21
S  2.0226  -0.7834  -6.6598  0.66
O  2.3848  -0.4207  -5.3156  -0.31
O  1.5647  -2.1160  -6.9688  -0.33
C  0.8543  0.4285  -7.2694  -0.23
H  1.1557  2.1856  -8.5107  0.11
H  2.1804  2.1175  -7.0768  0.12
H  2.4085  0.3502  -9.5633  0.11
H  3.6293  1.4657  -8.9599  0.11
H  3.6943  -1.2077  -8.2941  0.10
H  4.1869  0.0336  -7.1131  0.11
H  0.2379  0.7632  -6.4380  0.11
H  0.2387  -0.0623  -8.0231  0.10

Forces on atoms 1 to 6 (eV/Å):
0.17 -0.21 0.03
0.36 0.10 -0.04
-0.17 0.00 0.02
-0.39 -0.19 -0.01
0.12 0.17 0.35
0.05 0.19 -0.12

Charge: -1
LUMO level: 1.6 eV
Multiplicity: 1
E_HOMO: -4.395 eV



Record 4
Below is the molecule C4H12N2O, with properties calculated with wB97M-V/def2-TZVPD.

Last column: natural (NBO) charge in e.
CARTESIAN COORDINATES (ANGSTROEM)
N  -0.7942  -1.5625  -0.4043  -0.86
C  -0.4456  -0.3011  0.2959  -0.09
C  -1.7182  0.4037  0.7236  -0.07
O  -1.4265  1.6214  1.4045  -0.73
C  0.4175  0.6119  -0.5800  -0.24
N  1.8604  0.3638  -0.3936  -0.61
C  2.3162  -0.8492  -1.0603  -0.42
H  -1.7927  -1.6979  -0.4288  0.36
H  -0.3142  -2.3553  -0.0062  0.37
H  0.1699  -0.5377  1.1567  0.19
H  -2.2923  0.6549  -0.1829  0.17
H  -2.3100  -0.2428  1.3831  0.17
H  -1.7013  1.5459  2.3206  0.47
H  0.2660  1.6433  -0.2445  0.21
H  0.1336  0.4778  -1.6250  0.17
H  2.2858  1.1350  -0.8984  0.35
H  1.7666  -1.7300  -0.7164  0.19
H  3.3725  -1.0011  -0.8402  0.20
H  2.2034  -0.8614  -2.1578  0.17

Forces on atoms 1 to 6 (eV/Å):
0.25 0.68 -0.02
0.25 -0.53 -0.62
0.00 0.24 0.19
-0.07 0.10 -0.06
0.33 0.02 0.62
-0.44 0.14 -0.66

Charge: 0
ΔE to the lowest compared entry with this formula, charge and spin: 161.2 kJ/mol
LUMO level: 0.9 eV
Multiplicity: 1
Structure (SMILES): CNC[C@H](N)CO
E_HOMO: -8.875 eV



Record 5
Below is C23H16FeO5P as an isolated structure, with properties calculated with wB97M-V/def2-TZVPD.

Last column: natural (NBO) charge in e.
CARTESIAN COORDINATES (ANGSTROEM)
O  -4.3059  -2.3866  2.9362  -0.47
C  -3.2702  -2.1538  3.3528  0.48
Fe  -0.5759  -0.0578  -0.3281  0.89
C  1.2062  0.9327  -0.7008  0.18
O  1.4622  2.0858  -1.0332  -0.17
C  2.8588  -0.9467  -1.2139  0.57
O  2.6539  -2.0996  -1.3287  -0.32
C  -1.6384  0.3127  -1.6981  0.41
O  -2.3670  0.5972  -2.5724  -0.30
C  2.3894  0.1289  -0.2675  0.23
O  3.0750  0.3388  0.7347  -0.33
H  -1.8437  -0.3460  0.3948  0.04
C  -5.5078  1.5933  2.7625  -0.15
C  -5.2651  1.1800  1.4512  -0.18
C  -3.9544  1.0813  0.9967  -0.21
C  -2.8972  1.4293  1.8516  -0.41
C  -3.1316  1.8241  3.1690  -0.14
C  -4.4489  1.8976  3.6261  -0.20
P  -1.2024  1.4561  1.1297  1.07
C  -1.2087  3.1751  0.4766  -0.37
C  -1.1691  3.4303  -0.8912  -0.23
C  -1.2477  4.7376  -1.3642  -0.12
C  -1.3740  5.7904  -0.4538  -0.17
C  -1.4636  5.5389  0.9172  -0.17
C  -1.3868  4.2255  1.3907  -0.19
C  -0.0910  1.5422  2.5862  -0.45
C  0.9672  2.4575  2.6170  -0.12
C  1.8056  2.5254  3.7334  -0.21
C  1.6185  1.6523  4.8078  -0.13
C  0.5995  0.6913  4.7540  -0.19
C  -0.2388  0.6215  3.6382  -0.20
H  -6.5372  1.6848  3.1054  0.25
H  -6.0734  0.9481  0.7570  0.25
H  -3.7587  0.7288  -0.0208  0.20
H  -2.3001  2.0835  3.8281  0.23
H  -4.6311  2.2095  4.6525  0.25
H  -1.0876  2.6000  -1.5908  0.18
H  -1.2138  4.9260  -2.4334  0.24
H  -1.4136  6.8155  -0.8174  0.25
H  -1.5971  6.3523  1.6326  0.25
H  -1.4694  4.0122  2.4561  0.24
H  1.1296  3.1275  1.7746  0.22
H  2.6000  3.2740  3.7605  0.25
H  2.2679  1.7149  5.6846  0.25
H  0.4490  0.0046  5.5902  0.25
H  -1.0319  -0.1318  3.5975  0.24

Forces on atoms 1 to 6 (eV/Å):
1.95 0.42 0.82
-1.94 -0.35 -0.85
2.95 -1.13 1.65
1.39 5.39 -0.90
-1.58 -3.60 0.68
-1.40 -1.60 0.50

Expectation value of S²: 8.82
Charge: +2
ΔE to the lowest compared entry with this formula, charge and spin: 70.3 kJ/mol
LUMO level (spin up / spin down): -9.4 / -11.0 eV
Multiplicity: 6
E_HOMO (spin up / spin down): -15.213 / -15.210 eV



no.,electronic energy (Ha)
1,-1294.21736
2,-1120.81579
3,-3648.39690
4,-344.32364
5,-2866.41209